Entry 1:
# HNO2S2

A 2-piece molecular cluster, HNO2S2 overall (ωB97M-V/def2-TZVPD, OMol25).

Each line ends with the natural charge from an NBO analysis.
Cartesian coordinates (Å):
N -2.7722 0.2864 -0.1136  0.526
O -1.8091 0.9227 -0.4346  -0.312
O -3.8677 0.5587 0.1382  -0.247
S 0.0323 -0.8658 -0.9689  0.062
S -0.9806 -2.0051 0.2510  -0.165
H 0.6151 0.2261 -0.0545  0.136

Computed properties:
LUMO level (spin up / spin down): -1.784 / -1.720 eV
ΔE to the lowest compared entry with this formula, charge and spin: 232.3 kJ/mol
Strongest force on any atom: 2.9 eV/A
Net charge: 0
Highest occupied orbital energy (spin up / spin down): -9.399 / -8.912 eV
Frontier orbital gap (spin up / spin down): 7.6 / 7.2 eV
Energy: -1002.04041 Ha



Entry 2:
# C5H5NO

C5H5NO in the gas phase (ωB97M-V/def2-TZVPD, OMol25).

Each line ends with the natural charge from an NBO analysis.
Cartesian coordinates (Å):
O -1.5821 -1.6287 -0.0231  -0.493
C -1.2408 -0.9201 0.8930  0.432
C -0.3305 0.3263 0.7018  -0.356
C 1.1411 0.8047 0.1939  -0.324
C 0.0451 0.4758 -0.7433  -0.342
C 0.4506 -0.7523 -1.3998  0.292
N 1.0537 -1.6249 -1.8607  -0.322
H -1.7957 -1.0116 1.8492  0.137
H -0.7628 1.1277 1.2989  0.245
H 1.9752 0.1296 0.3315  0.240
H 1.4857 1.8488 0.1133  0.236
H -0.4395 1.2247 -1.3546  0.257

Computed properties:
LUMO level: 0.351 eV
ΔE to the lowest compared entry with this formula, charge and spin: 275.8 kJ/mol
Strongest force on any atom: 1.4 eV/A
Net charge: 0
Highest occupied orbital energy: -10.203 eV
Frontier orbital gap: 10.6 eV
Energy: -323.41463 Ha



Entry 3:
# C43H42AsN2SiV

C43H42AsN2SiV as an isolated structure (ωB97M-V/def2-TZVPD, OMol25).

Each line ends with the Mulliken spin population.
Cartesian coordinates (Å):
V 12.1422 10.7466 14.9501  2.197
C 13.7141 9.4947 15.6920  0.071
Si 14.8069 10.7608 16.4454  -0.206
C 14.4166 12.5473 15.7100  0.067
N 13.6794 12.2986 14.4522  -0.146
C 12.8891 13.4724 14.0989  0.036
C 12.1600 13.3315 12.7252  -0.005
C 12.3654 11.9571 12.1322  0.027
C 13.7997 11.5234 12.0886  -0.005
C 14.5900 12.0450 13.3413  0.001
C 16.7103 10.3958 16.2849  -0.001
C 17.6113 11.3982 16.5244  0.000
C 18.9596 11.1188 16.7216  0.000
C 19.4076 9.8396 16.6634  0.000
C 18.5023 8.8002 16.3466  -0.002
C 17.1939 9.1006 16.1092  -0.001
C 14.5651 11.0977 18.3377  -0.017
C 15.6320 11.5635 19.1326  -0.004
C 15.3678 12.0803 20.4041  0.000
C 14.0520 12.1337 20.8431  0.000
C 12.9914 11.5870 20.1352  0.008
C 13.2586 11.0929 18.8933  0.035
H 13.3569 8.6747 16.3211  -0.013
H 14.1004 9.2057 14.6888  0.032
H 15.3397 13.1917 15.5549  -0.002
H 13.7585 13.0441 16.4254  0.018
H 13.5339 14.3655 14.1616  0.002
H 12.1922 13.5871 14.9615  -0.005
H 12.5526 14.0017 11.9242  0.000
H 11.0721 13.5713 12.8378  0.000
H 11.9832 11.9865 11.1604  0.000
H 11.7156 11.1895 12.6474  0.036
H 14.3462 11.7957 11.1547  0.000
H 13.8485 10.4302 11.9871  0.007
H 15.0952 12.9813 13.0838  -0.005
H 15.3533 11.3128 13.6200  0.012
H 17.2136 12.3976 16.6538  0.000
H 19.5835 11.9244 17.0322  0.000
H 20.4608 9.6564 16.6433  0.000
H 18.8679 7.8124 16.2889  0.000
H 16.4673 8.3059 15.8648  0.001
H 16.5661 11.7073 18.6491  0.000
H 16.2174 12.4899 21.0518  0.000
H 13.8540 12.5308 21.7870  0.000
H 11.9650 11.6519 20.4981  0.000
H 12.5586 10.6539 18.2379  0.002
C 22.9537 9.9851 12.7400  0.000
C 22.1765 9.8384 11.5969  0.000
C 20.8792 10.2157 11.6254  0.000
C 20.2619 10.7785 12.7802  0.000
C 21.1011 10.9761 13.9184  0.000
C 22.4394 10.5996 13.8527  0.000
As 18.4114 11.5643 12.7507  -0.001
C 18.5321 12.4182 10.9613  0.000
C 19.3755 13.4337 10.5064  0.000
C 19.2962 13.8248 9.1329  0.000
C 18.5025 13.1024 8.2499  0.000
C 17.6879 12.1127 8.6886  0.000
C 17.6427 11.8134 10.0683  0.000
C 16.9444 10.6597 10.5878  0.000
C 16.2176 9.7865 9.7409  0.000
C 15.7113 8.5740 10.1915  0.001
C 16.2219 8.0144 11.3781  -0.001
C 17.0129 8.8718 12.1630  0.000
C 17.3970 10.1937 11.8147  0.000
H 23.9916 9.6040 12.6747  0.000
H 22.5312 9.3203 10.7442  0.000
H 20.2356 10.1245 10.7632  0.000
H 20.8185 11.6111 14.7243  0.000
H 23.2442 10.9973 14.6008  0.000
H 20.0650 14.0014 11.1799  0.000
H 19.9397 14.5607 8.7314  0.000
H 18.5633 13.3800 7.1976  0.000
H 17.1915 11.4780 7.9521  0.000
H 15.8175 10.1125 8.7235  0.000
H 15.0265 8.0751 9.5468  0.000
H 16.0072 7.0093 11.5879  0.000
H 17.4255 8.3917 13.0357  0.001
N 10.6954 10.9768 15.8368  -0.171
C 9.8484 11.4636 16.7719  0.093
C 9.4507 12.8091 16.7934  -0.061
C 8.4305 13.1737 17.7538  0.025
C 7.9294 12.2615 18.6102  -0.040
C 8.4085 10.9582 18.6592  0.027
C 9.3071 10.5489 17.6848  -0.013
H 9.7658 13.4645 16.0304  -0.003
H 8.1835 14.2067 17.7446  0.001
H 7.1005 12.6104 19.2304  -0.003
H 7.9612 10.2761 19.4083  0.001
H 9.6741 9.5451 17.6002  0.004

Computed properties:
LUMO level (spin up / spin down): 0.171 / 0.126 eV
ΔE to the lowest compared entry with this formula, charge and spin: 110.2 kJ/mol
Strongest force on any atom: 4.1 eV/A
Net charge: 0
Highest occupied orbital energy (spin up / spin down): -7.352 / -7.345 eV
Frontier orbital gap (spin up / spin down): 7.5 / 7.5 eV
Energy: -5242.41256 Ha
Multiplicity: 3



Entry 4:
# C5H14NO2

A 4-piece molecular cluster, C5H14NO2 overall (ωB97M-V/def2-TZVPD, OMol25).

Each line ends with the natural charge from an NBO analysis.
Cartesian coordinates (Å):
C -0.5328 -2.4011 0.4796  -0.170
O -1.2937 -0.1074 -1.5397  -0.971
C -0.1911 -1.5817 1.4919  -0.011
C 0.1319 -0.1701 1.3756  -0.478
C -1.1429 0.5818 1.6461  -0.127
C -2.0531 0.3540 2.6120  -0.288
N 2.9777 2.2055 -3.0742  -0.910
H -0.6509 -3.4665 0.5962  0.247
H -0.8631 -1.8960 -0.4621  0.289
H -1.7474 0.1442 -2.3485  0.493
H -0.5153 -1.9364 2.4485  0.267
H 0.5162 -0.0026 0.3315  0.294
H 0.8895 0.2226 2.0382  0.287
H -1.3992 1.3544 0.9133  0.277
H -1.9533 -0.4791 3.2614  0.192
H -2.9412 0.8855 2.6964  0.230
H 2.7359 3.1301 -3.3226  0.377
H 2.2925 1.7451 -2.5049  0.376
H 3.9380 2.1199 -2.7327  0.380
H -0.3111 0.1190 -1.5981  0.493
H 1.7499 -0.3382 -1.3324  0.463
O 1.1609 0.4475 -1.2611  -0.710

Computed properties:
LUMO level: -9.748 eV
ΔE to the lowest compared entry with this formula, charge and spin: 1004.9 kJ/mol
Strongest force on any atom: 2.3 eV/A
Net charge: +1
Highest occupied orbital energy: -12.826 eV
Frontier orbital gap: 3.1 eV
Energy: -403.55860 Ha



Entry 5:
# C70H52N3P3RhSi

C70H52N3P3RhSi as an isolated structure (ωB97M-V/def2-TZVPD, OMol25).

Each line ends with the Mulliken spin population.
Cartesian coordinates (Å):
Rh 0.0815 0.2450 0.3023  1.352
C -4.0383 -0.9507 4.4281  0.004
C -3.7254 0.3968 4.4489  -0.002
C -2.5099 0.8427 3.9430  -0.013
C -1.6003 -0.0642 3.4120  0.014
C -1.9360 -1.4200 3.3674  0.038
C -3.1409 -1.8612 3.8813  -0.001
P -0.0426 0.4998 2.6758  0.077
C 1.3183 -0.3138 3.5736  0.017
C 2.5612 0.3145 3.4456  0.023
C 3.6876 -0.2243 4.0408  -0.003
C 3.5874 -1.3975 4.7786  0.001
C 2.3575 -2.0161 4.9235  0.003
C 1.2245 -1.4792 4.3251  -0.017
C 0.0947 2.2036 3.2742  0.034
C 0.0963 2.5478 4.6248  -0.002
C 0.0513 3.8832 4.9790  0.001
C -0.0067 4.8687 3.9913  -0.001
C 0.0353 4.5209 2.6518  -0.002
C 0.1065 3.1746 2.2786  -0.015
Si 0.6479 2.5156 0.6157  -0.034
C 2.5388 2.4781 0.7974  0.041
C 3.2389 3.3689 1.6106  0.003
C 4.5875 3.1776 1.8830  0.001
C 5.2527 2.0779 1.3597  0.000
C 4.5889 1.2005 0.5129  -0.001
C 3.2501 1.4159 0.2197  -0.059
P 2.2305 0.4762 -0.9561  0.112
C 2.3436 1.4986 -2.4851  0.017
C 2.1904 0.8664 -3.7171  0.028
C 2.3292 1.5782 -4.8955  -0.005
C 2.6090 2.9371 -4.8641  0.008
C 2.7704 3.5735 -3.6433  -0.006
C 2.6557 2.8543 -2.4620  0.006
C 3.1247 -0.9843 -1.5616  -0.030
C 4.4266 -0.8366 -2.0484  0.013
C 5.0889 -1.9131 -2.6089  0.004
C 4.4480 -3.1419 -2.7220  -0.002
C 3.1403 -3.2814 -2.2893  0.004
C 2.4781 -2.2052 -1.7126  0.108
C 0.1057 3.6603 -0.7540  -0.007
C 0.5790 4.9710 -0.8726  -0.001
C 0.1298 5.7898 -1.8936  0.001
C -0.8116 5.3189 -2.8055  0.001
C -1.2895 4.0261 -2.7023  0.004
C -0.8075 3.1916 -1.6934  -0.021
P -1.3607 1.4885 -1.4361  0.058
C -0.9818 0.4792 -2.8981  0.007
C -1.0113 0.9801 -4.1955  0.001
C -0.8501 0.1278 -5.2751  0.004
C -0.6464 -1.2303 -5.0713  0.003
C -0.6054 -1.7378 -3.7804  0.012
C -0.7814 -0.8875 -2.6978  0.038
C -3.1693 1.6733 -1.5440  0.087
C -3.9490 0.8215 -2.3180  0.042
C -5.3276 0.9868 -2.3595  -0.014
C -5.9298 2.0000 -1.6333  0.020
C -5.1524 2.8597 -0.8629  -0.010
C -3.7802 2.6990 -0.8217  0.060
H -4.9825 -1.2946 4.8270  0.000
H -4.4236 1.1110 4.8616  0.000
H -2.2864 1.9010 3.9650  0.001
H -1.2796 -2.1293 2.8808  0.007
H -3.3872 -2.9131 3.8399  -0.001
H 2.6545 1.2283 2.8692  -0.010
H 4.6414 0.2732 3.9320  0.000
H 4.4651 -1.8190 5.2484  0.000
H 2.2710 -2.9227 5.5059  0.001
H 0.2793 -1.9777 4.4662  -0.001
H 0.1106 1.7792 5.3876  0.002
H 0.0452 4.1634 6.0228  0.000
H -0.0672 5.9099 4.2757  0.000
H 0.0176 5.2974 1.9000  0.000
H 2.7226 4.1931 2.0881  0.000
H 5.1108 3.8691 2.5284  0.000
H 6.2906 1.9032 1.6055  0.000
H 5.1161 0.3472 0.1078  0.000
H 1.9648 -0.1943 -3.7652  -0.001
H 2.2127 1.0676 -5.8415  0.000
H 2.7191 3.4915 -5.7861  0.001
H 3.0093 4.6268 -3.6022  0.000
H 2.8388 3.3634 -1.5273  0.002
H 4.9133 0.1309 -2.0224  0.001
H 6.0981 -1.7899 -2.9761  0.000
H 4.9665 -3.9818 -3.1629  0.000
H 2.6279 -4.2268 -2.3935  -0.002
H 1.4501 -2.3191 -1.3980  -0.016
H 1.3162 5.3512 -0.1765  0.000
H 0.5029 6.8012 -1.9796  0.000
H -1.1752 5.9660 -3.5915  0.000
H -2.0485 3.6743 -3.3895  0.003
H -1.1410 2.0398 -4.3708  0.000
H -0.8726 0.5262 -6.2798  0.000
H -0.5238 -1.8918 -5.9175  0.000
H -0.4525 -2.7956 -3.6120  0.001
H -0.7785 -1.3034 -1.6979  0.029
H -3.4940 0.0167 -2.8783  0.008
H -5.9269 0.3175 -2.9606  0.000
H -7.0028 2.1286 -1.6697  0.001
H -5.6180 3.6554 -0.2991  0.000
H -3.1811 3.3744 -0.2199  0.002
N -3.3602 -9.6046 -1.2581  0.006
C -3.0277 -8.5338 -1.0162  -0.002
C -2.6114 -7.1884 -0.7124  0.015
C -1.6412 -6.5705 -1.4947  0.004
C -1.2512 -5.2765 -1.1999  0.054
C -1.8062 -4.5773 -0.1274  -0.021
C -2.7689 -5.2213 0.6515  0.050
C -3.1767 -6.5111 0.3646  -0.005
C -1.3419 -3.2018 0.1782  0.276
C -2.2857 -2.1457 0.2628  0.167
C -3.7334 -2.2861 0.1764  0.201
C -4.2662 -1.0810 0.5351  0.053
C -3.1651 -0.2253 0.7732  0.355
N -1.9825 -0.8493 0.5605  0.083
C -0.0015 -3.0482 0.5854  0.075
C 0.8905 -4.1411 0.9324  0.232
C 2.0769 -3.5830 1.3225  -0.025
C 1.9107 -2.1882 1.2047  0.280
N 0.6713 -1.8656 0.7616  0.065
H -1.2064 -7.1022 -2.3290  0.000
H -0.4993 -4.7916 -1.8102  -0.003
H -3.1984 -4.7036 1.4989  0.000
H -3.9204 -7.0029 0.9745  0.000
H -4.2562 -3.1855 -0.0919  -0.018
H -5.3032 -0.8089 0.6129  0.011
H -3.1952 0.7927 1.1271  0.010
H 0.6276 -5.1834 0.9003  -0.009
H 2.9670 -4.0847 1.6586  0.005
H 2.6488 -1.4244 1.4010  0.113

Computed properties:
LUMO level (spin up / spin down): -2.384 / -4.421 eV
Strongest force on any atom: 0.7 eV/A
Net charge: +1
Highest occupied orbital energy (spin up / spin down): -7.882 / -10.565 eV
Frontier orbital gap (spin up / spin down): 5.5 / 6.1 eV
Energy: -4286.89624 Ha
Multiplicity: 5